[1]
{
  "formula": "C2H6ClS",
  "method": "ωB97M-V/def2-TZVPD",
  "species": ["S", "C", "C", "H", "H", "H", "H", "H", "H", "Cl"],
  "positions_angstrom": [[0.199, 1.760, -0.618], [-0.586, -0.891, -0.173], [-0.636, 0.513, 0.411], [1.427, 1.202, -0.560], [-1.035, -0.905, -1.181], [-1.145, -1.592, 0.470], [0.458, -1.240, -0.249], [-1.681, 0.873, 0.477], [-0.206, 0.539, 1.431], [3.205, -0.259, -0.007]],
  "atomic_forces_ev_per_a": [[-0.275, 0.092, -0.011], [0.101, -0.225, -0.121], [-0.214, 0.203, 0.336], [0.302, -0.216, 0.092], [0.155, -0.002, 0.340], [0.133, 0.150, -0.167], [-0.343, 0.193, 0.028], [0.416, -0.181, 0.055], [-0.165, -0.048, -0.539], [-0.110, 0.034, -0.011]],
  "mulliken_charge": [-0.280, -0.836, -0.430, 0.086, 0.259, 0.273, 0.228, 0.289, 0.280, -0.869],
  "charge": -1,
  "homo_ha": -0.150,
  "e_above_lowest_ev": 0.007,
  "spin_multiplicity": 1,
  "total_energy_ha": -938.25849,
  "orbital_gap_ev": 7.79
}


[2]
{
  "formula": "C2H6CsO",
  "method": "ωB97M-V/def2-TZVPD",
  "species": ["Cs", "C", "C", "O", "H", "H", "H", "H", "H", "H"],
  "positions_angstrom": [[-1.694, 32.443, 6.637], [-1.125, 31.676, 10.155], [-0.641, 31.153, 8.804], [-1.612, 30.745, 7.857], [-0.347, 31.577, 10.912], [-1.956, 31.253, 10.720], [-1.338, 32.745, 10.144], [-0.031, 30.276, 9.020], [-0.157, 31.954, 8.245], [-1.951, 29.909, 8.184]],
  "atomic_forces_ev_per_a": [[-1.329, 7.470, -6.361], [-0.067, 1.014, 0.769], [0.513, -0.686, 1.852], [-0.709, -6.585, 4.560], [0.509, -0.006, -0.368], [-0.359, -0.662, -0.883], [-0.074, 0.124, -0.231], [0.585, 0.386, -0.464], [1.274, -0.491, 1.119], [-0.344, -0.562, 0.007]],
  "mulliken_charge": [0.931, -0.886, -0.357, -0.612, 0.349, 0.336, 0.208, 0.278, 0.428, 0.324],
  "charge": 1,
  "homo_ha": -0.582,
  "e_above_lowest_ev": 2.925,
  "spin_multiplicity": 1,
  "total_energy_ha": -174.87208,
  "orbital_gap_ev": 12.38
}


[3]
{
  "formula": "C2H6FN2",
  "method": "ωB97M-V/def2-TZVPD",
  "species": ["C", "C", "N", "N", "F", "H", "H", "H", "H", "H", "H"],
  "positions_angstrom": [[-0.925, 0.537, -0.081], [1.441, 0.509, 0.142], [-2.319, -0.507, 0.231], [0.135, 0.176, 0.588], [-1.015, 1.375, -1.040], [1.295, 1.174, -0.768], [2.111, -0.342, -0.077], [2.073, 1.052, 1.029], [-2.469, -0.476, 1.230], [-3.043, -0.068, -0.339], [0.042, -0.711, 1.189]],
  "atomic_forces_ev_per_a": [[-4.187, -4.721, 2.365], [3.444, 2.872, 0.817], [4.629, 3.369, -2.024], [-1.749, -1.788, -0.521], [0.596, -0.444, 0.783], [0.831, -0.741, 1.283], [-0.977, 0.009, -0.175], [-1.802, -0.862, -2.252], [-0.362, 0.392, 0.220], [-0.188, -0.048, 0.552], [-0.235, 1.962, -1.048]],
  "mulliken_charge": [0.601, -0.764, -0.510, -0.085, -0.101, 0.317, 0.313, 0.285, 0.302, 0.293, 0.351],
  "charge": 1,
  "homo_ha": -0.591,
  "e_above_lowest_ev": 3.008,
  "spin_multiplicity": 1,
  "total_energy_ha": -288.83693,
  "smiles": "C/[NH+]=C(/N)F",
  "orbital_gap_ev": 11.11
}


[4]
{
  "formula": "C2H6FNO",
  "method": "ωB97M-V/def2-TZVPD",
  "species": ["C", "C", "N", "O", "F", "H", "H", "H", "H", "H", "H"],
  "positions_angstrom": [[-0.373, 0.834, 0.214], [0.191, -0.534, 0.513], [1.737, -0.432, -0.396], [-0.201, -1.665, -0.080], [2.744, 0.414, 0.137], [-1.349, 0.983, 0.686], [0.228, 1.649, 0.800], [-0.255, 0.980, -0.790], [0.369, -0.553, 1.609], [2.131, -1.395, -0.358], [-0.541, -1.413, -0.954]],
  "atomic_forces_ev_per_a": [[0.523, 0.534, 3.809], [4.678, 2.269, 0.153], [-2.096, -0.428, 0.905], [-1.666, -0.391, -0.363], [-0.282, -0.338, 0.258], [-0.309, -0.291, -0.746], [-0.511, -1.709, -1.246], [-0.365, 0.905, -2.695], [0.076, -1.070, -0.763], [-0.116, 0.854, 0.558], [0.067, -0.335, 0.131]],
  "mulliken_charge": [-1.215, 0.265, -0.307, -0.509, -0.227, 0.350, 0.282, 0.456, 0.330, 0.229, 0.347],
  "homo_ha": -0.341,
  "e_above_lowest_ev": 3.572,
  "spin_multiplicity": 1,
  "total_energy_ha": -309.53451,
  "smiles": "C[C@@H](O)NF",
  "orbital_gap_ev": 10.10
}


[5]
{
  "formula": "C2H6FNO2",
  "method": "ωB97M-V/def2-TZVPD",
  "species": ["C", "C", "N", "O", "O", "F", "H", "H", "H", "H", "H", "H"],
  "positions_angstrom": [[-2.050, 0.238, -0.427], [1.880, -0.545, 0.423], [-0.078, 0.161, 1.067], [2.138, -0.051, -0.781], [-0.638, -0.099, -0.193], [-0.020, 1.586, 1.208], [-2.057, -0.367, -1.324], [-2.268, 1.261, -0.765], [-2.712, -0.095, 0.402], [1.657, -1.565, 0.586], [2.573, -0.152, 1.240], [1.576, -0.371, -1.436]],
  "atomic_forces_ev_per_a": [[1.003, -0.764, -0.029], [-0.741, 2.548, 2.299], [1.575, -1.362, -1.061], [1.600, 0.966, 2.125], [0.247, 1.243, 0.771], [0.210, -0.160, -0.505], [-1.356, -0.303, -0.175], [0.537, 0.002, 0.665], [0.526, 0.134, -0.641], [-0.653, -1.036, -0.376], [-1.145, -0.169, -1.380], [-1.803, -1.097, -1.693]],
  "mulliken_charge": [-0.553, -0.026, -0.180, -0.376, -0.162, -0.232, 0.207, 0.259, 0.245, 0.237, 0.246, 0.335],
  "homo_ha": [-0.307, -0.307],
  "e_above_lowest_ev": 3.403,
  "spin_multiplicity": 1,
  "total_energy_ha": -384.67993,
  "orbital_gap_ev": [9.11, 9.11]
}


[6]
{
  "formula": "C2H6FNO3S",
  "method": "ωB97M-V/def2-TZVPD",
  "species": ["C", "C", "N", "O", "O", "O", "F", "S", "H", "H", "H", "H", "H", "H"],
  "positions_angstrom": [[2.488, 0.016, 0.620], [-2.339, 0.313, 0.414], [1.441, -0.264, -0.350], [-1.480, 0.114, -2.050], [-1.142, -1.796, -0.552], [0.214, 0.278, -0.008], [1.804, 0.382, -1.586], [-1.119, -0.422, -0.780], [3.360, -0.011, 0.006], [2.114, 0.921, 1.061], [2.291, -0.935, 1.125], [-2.143, 1.404, 0.423], [-3.403, 0.149, 0.241], [-2.087, -0.150, 1.437]],
  "atomic_forces_ev_per_a": [[-2.901, -0.897, -0.716], [1.930, 0.080, 1.639], [-0.873, -1.706, -3.020], [1.344, 0.234, -0.219], [1.004, -2.511, 0.071], [-0.003, 0.629, -0.307], [-0.151, 0.385, 0.557], [-3.358, 2.437, 1.657], [0.868, 0.320, 0.248], [1.080, 0.598, 1.031], [1.078, 0.608, 1.256], [-0.120, -0.628, 0.128], [0.386, -0.399, -0.776], [-0.284, 0.852, -1.550]],
  "mulliken_charge": [-0.675, -0.874, 0.046, -0.543, -0.545, -0.113, -0.246, 1.114, 0.289, 0.327, 0.275, 0.313, 0.345, 0.288],
  "homo_ha": -0.376,
  "e_above_lowest_ev": 3.877,
  "spin_multiplicity": 1,
  "total_energy_ha": -858.15535,
  "smiles": "CN(F)OS(C)(=O)=O",
  "orbital_gap_ev": 10.87
}


[7]
{
  "formula": "C2H6FNS",
  "method": "ωB97M-V/def2-TZVPD",
  "species": ["C", "C", "N", "F", "S", "H", "H", "H", "H", "H", "H"],
  "positions_angstrom": [[-1.923, 0.451, 0.413], [0.957, 0.961, -0.533], [1.761, -1.375, -0.162], [-2.146, -0.829, 0.078], [2.049, 0.228, 0.327], [-2.577, 0.720, 1.157], [-2.074, 0.954, -0.525], [-0.898, 0.372, 0.693], [1.028, 2.098, -0.172], [2.505, -2.059, -0.206], [1.318, -1.520, -1.069]],
  "atomic_forces_ev_per_a": [[1.415, -0.370, -1.817], [-0.255, 3.493, 0.145], [0.251, -1.217, -0.270], [-1.227, -3.122, -0.482], [0.276, -1.537, -0.347], [-1.447, 0.975, 1.857], [0.187, 1.174, -0.023], [0.763, 1.286, 0.594], [-0.154, -2.140, -0.712], [0.661, 0.425, 0.809], [-0.471, 1.032, 0.244]],
  "mulliken_charge": [-0.047, -0.514, -0.449, -0.299, 0.166, 0.247, 0.179, -0.049, 0.243, 0.226, 0.298],
  "homo_ha": -0.336,
  "e_above_lowest_ev": 3.559,
  "spin_multiplicity": 1,
  "total_energy_ha": -632.46385,
  "orbital_gap_ev": 9.44
}


[8]
{
  "formula": "C2H6FO2Sr2",
  "method": "ωB97M-V/def2-TZVPD",
  "species": ["Sr", "Sr", "F", "C", "C", "O", "O", "H", "H", "H", "H", "H", "H"],
  "positions_angstrom": [[-0.664, -4.374, 1.358], [3.001, -1.929, 0.743], [0.567, -2.317, 0.516], [0.093, 1.176, -0.929], [-0.764, 1.355, 0.295], [-0.357, 0.466, 1.354], [-0.252, 0.022, -1.721], [1.148, 1.090, -0.600], [0.007, 2.050, -1.569], [-1.826, 1.224, 0.083], [-0.627, 2.365, 0.678], [-0.103, -0.366, 0.958], [-0.223, -0.763, -1.165]],
  "atomic_forces_ev_per_a": [[-0.559, 0.794, -0.431], [-0.569, 0.995, -0.461], [0.997, -1.603, 0.895], [-0.071, -0.423, -0.182], [0.161, 0.279, 0.232], [0.233, -0.065, 0.215], [0.267, 0.261, 0.292], [-0.072, 0.207, -0.058], [0.007, -0.128, -0.184], [0.024, -0.097, -0.147], [0.009, -0.011, 0.086], [-0.279, -0.298, -0.226], [-0.148, 0.087, -0.032]],
  "mulliken_charge": [1.902, 1.904, -0.786, -0.333, -0.187, -0.477, -0.443, 0.048, 0.370, 0.236, 0.353, 0.172, 0.241],
  "charge": 3,
  "homo_ha": -0.681,
  "e_above_lowest_ev": 2.125,
  "spin_multiplicity": 1,
  "total_energy_ha": -390.51799,
  "orbital_gap_ev": 5.25
}


[9]
{
  "formula": "C2H6FO2Tb",
  "method": "ωB97M-V/def2-TZVPD",
  "species": ["F", "Tb", "O", "H", "C", "O", "C", "H", "H", "H", "H", "H"],
  "positions_angstrom": [[-1.885, 0.764, -0.815], [-2.168, 1.337, 1.259], [-1.474, -0.711, 1.527], [-0.921, -1.023, 2.247], [1.535, 0.696, -0.634], [0.469, 0.273, 0.218], [-0.306, -0.790, -0.136], [1.122, 1.290, -1.460], [2.207, 1.290, -0.011], [2.051, -0.190, -1.026], [0.421, -1.477, -0.585], [-1.052, -1.459, -0.585]],
  "atomic_forces_ev_per_a": [[-1.055, 1.778, 3.026], [1.134, -2.754, -3.241], [-0.018, 1.669, -0.383], [0.082, -0.377, 0.653], [1.336, -0.116, -0.978], [-5.016, -0.489, 0.730], [4.751, -1.320, -1.521], [0.078, -0.208, 0.311], [-0.197, -0.186, -0.117], [-0.014, 0.213, 0.052], [1.427, -0.460, 0.789], [-2.510, 2.249, 0.679]],
  "mulliken_charge": [-0.559, 2.136, -0.790, 0.377, -0.652, -0.139, 0.048, 0.334, 0.249, 0.345, 0.279, 0.372],
  "charge": 2,
  "homo_ha": [-0.705, -0.707],
  "spin_multiplicity": 7,
  "total_energy_ha": -1153.72756,
  "orbital_gap_ev": [6.13, 9.15]
}


[10]
{
  "formula": "C2H6FOP",
  "method": "ωB97M-V/def2-TZVPD",
  "species": ["C", "C", "O", "F", "P", "H", "H", "H", "H", "H", "H"],
  "positions_angstrom": [[1.976, 0.129, -0.172], [1.545, -1.079, -0.241], [-2.473, 1.276, 1.021], [1.099, -1.649, -1.375], [-1.518, 0.208, 0.062], [1.744, 0.680, -1.006], [2.216, 0.440, 0.841], [1.626, -1.681, 0.619], [-1.833, 1.963, 1.172], [-2.053, 0.631, -1.138], [-2.328, -0.919, 0.216]],
  "atomic_forces_ev_per_a": [[-0.032, 0.179, 1.567], [0.527, -1.410, -0.200], [0.706, -1.184, -0.770], [-0.205, -0.017, 0.299], [-0.517, 0.906, 1.276], [0.221, 2.107, -1.593], [0.251, 0.532, -0.578], [-0.380, -1.455, 0.489], [0.084, 0.790, 0.576], [-0.321, -0.207, -0.931], [-0.335, -0.240, -0.137]],
  "mulliken_charge": [-0.590, -0.143, -0.538, -0.252, 0.127, 0.359, 0.257, 0.365, 0.313, 0.054, 0.047],
  "homo_ha": -0.338,
  "e_above_lowest_ev": 3.747,
  "spin_multiplicity": 1,
  "total_energy_ha": -596.18670,
  "smiles": "C=CF.OP",
  "orbital_gap_ev": 9.83
}


[11]
{
  "formula": "C2H6I2NP",
  "method": "ωB97M-V/def2-TZVPD",
  "species": ["C", "C", "N", "P", "I", "I", "H", "H", "H", "H", "H", "H"],
  "positions_angstrom": [[0.970, -0.095, -2.374], [-0.212, -1.002, -2.396], [-0.084, -1.870, -1.238], [0.896, -2.824, -0.534], [3.058, -3.294, -1.720], [1.524, -2.735, 3.839], [1.289, -0.016, -3.375], [0.727, 0.937, -2.178], [1.693, -0.529, -1.729], [-1.225, -0.539, -2.376], [-0.232, -1.728, -3.233], [2.196, -3.240, 2.336]],
  "atomic_forces_ev_per_a": [[-0.800, 1.054, -0.985], [-1.422, -1.756, 0.636], [0.514, -0.965, 0.935], [-1.398, 0.641, -0.267], [0.099, 0.091, -0.209], [0.729, -0.541, -1.639], [1.149, -0.150, -1.250], [-0.150, 0.227, 0.898], [0.918, 0.257, 0.265], [0.845, -0.038, 0.049], [0.229, 0.644, -0.070], [-0.712, 0.536, 1.637]],
  "mulliken_charge": [-0.836, -0.089, -0.294, 0.156, -0.154, -0.077, 0.252, 0.271, 0.235, 0.254, 0.216, 0.066],
  "homo_ha": -0.342,
  "e_above_lowest_ev": 1.191,
  "spin_multiplicity": 1,
  "total_energy_ha": -1071.27389,
  "smiles": "CC/N=P\\I.I",
  "orbital_gap_ev": 8.62
}


[12]
{
  "formula": "C2H6IN2",
  "method": "ωB97M-V/def2-TZVPD",
  "species": ["C", "C", "N", "N", "I", "H", "H", "H", "H", "H", "H"],
  "positions_angstrom": [[1.346, 1.536, 0.416], [0.060, 1.118, 0.547], [-0.636, 2.710, -1.664], [-0.729, 0.861, -0.551], [0.291, 4.118, -0.753], [1.959, 1.948, 1.161], [1.832, 1.404, -0.517], [-0.491, 1.306, 1.545], [-1.738, 0.901, -0.643], [-0.639, 2.162, -2.513], [-0.463, 0.136, -1.291]],
  "atomic_forces_ev_per_a": [[-1.395, -0.841, -0.711], [-0.833, 1.355, 2.485], [-2.265, -0.728, 1.191], [0.930, -0.579, -3.053], [0.361, -1.188, -0.716], [0.378, 0.041, 1.333], [0.389, -0.019, -0.898], [0.816, -0.432, -1.868], [-0.147, 0.212, 1.402], [1.342, 0.685, -0.588], [0.425, 1.493, 1.422]],
  "mulliken_charge": [-0.911, 0.058, -0.374, -0.350, 0.567, 0.397, 0.370, 0.231, 0.353, 0.283, 0.376],
  "charge": 1,
  "homo_ha": [-0.505, -0.505],
  "e_above_lowest_ev": 4.997,
  "spin_multiplicity": 1,
  "total_energy_ha": -486.57042,
  "orbital_gap_ev": [7.26, 7.26]
}